C3H10N2O | ωB97M-V/def2-TZVPD

```
! wB97M-V def2-TZVPD RIJCOSX def2/J DEFGRID3
* xyz 0 1
H -0.834 1.866 -0.567
C -1.348 0.958 -0.893
H 0.250 -0.296 -1.109
H 1.098 -1.926 0.529
H -2.022 0.186 -2.486
H -0.631 0.417 1.378
O -1.609 1.042 -2.291
H 2.970 -0.102 0.564
C 1.148 -0.922 0.980
N 1.992 0.041 0.311
N -0.644 -0.257 -0.635
H 1.899 1.007 0.598
H -0.901 -1.319 1.181
C -0.313 -0.458 0.793
H 1.291 -1.146 2.050
H -2.348 0.906 -0.405
*
```

Properties
**ΔE to the lowest compared entry with this formula, charge and spin**: 145.49 kJ/mol
**Frontier orbital gap**: 9.9 eV
**SMILES string**: NCCNCO
**LUMO**: 0.992 eV
**HOMO energy**: -8.9 eV

C3H10N2O | ωB97M-V/def2-TZVPD

```
! wB97M-V def2-TZVPD RIJCOSX def2/J DEFGRID3
* xyz 0 1
H 2.261 0.087 -0.600
H 2.507 0.731 0.999
N -1.341 -0.678 -1.246
H 0.869 -1.732 0.430
H -3.069 0.373 -1.587
H 2.082 -1.520 1.728
C 1.314 -1.006 1.160
H -0.395 -0.445 -0.985
H -0.057 1.720 -0.060
H 0.546 -0.546 1.826
H -1.626 -1.246 -2.001
N -2.098 1.310 0.070
C 1.838 0.177 0.370
H -1.298 1.251 0.595
C -2.266 0.376 -0.864
O 0.733 1.147 0.164
*
```

Properties
**ΔE to the lowest compared entry with this formula, charge and spin**: 331.91 kJ/mol
**Frontier orbital gap**: 10.3 eV
**SMILES string**: [H]/N=C\N.CCO
**LUMO**: 0.937 eV
**HOMO energy**: -9.4 eV

C3H10N2O | ωB97M-V/def2-TZVPD

```
! wB97M-V def2-TZVPD RIJCOSX def2/J DEFGRID3
* xyz 0 1
H 1.876 0.230 -1.239
N 0.421 -0.244 0.036
H -0.816 -1.851 1.986
H 0.369 1.237 -2.995
O -1.244 -2.253 1.125
H -0.648 -0.059 -2.423
C 0.922 0.715 -1.057
N -0.206 -0.132 2.330
H -0.410 0.668 3.026
H -0.180 -1.041 -0.148
H -0.947 1.574 -1.813
H 1.183 1.684 -0.622
C -0.169 0.923 -2.187
H -1.671 -3.052 1.425
H 1.133 1.197 1.266
C 0.387 0.402 1.290
*
```

Properties
**ΔE to the lowest compared entry with this formula, charge and spin**: 180.84 kJ/mol
**Frontier orbital gap**: 9.7 eV
**SMILES string**: [H]/N=C/NCC.O
**LUMO**: 1.056 eV
**HOMO energy**: -8.6 eV

C3H10N2O | ωB97M-V/def2-TZVPD

```
! wB97M-V def2-TZVPD RIJCOSX def2/J DEFGRID3
* xyz 0 1
H -1.959 -0.592 0.432
C -1.189 -1.355 0.283
H 2.762 -0.542 0.142
H -0.043 0.808 1.396
C -0.179 -0.939 -0.761
N -0.372 2.019 -0.301
H -1.353 1.999 -0.057
H -0.655 -0.523 -1.650
O 1.899 -0.577 0.585
H -1.701 -2.277 -0.020
H 0.447 -1.780 -1.065
H -0.707 -1.564 1.242
H 1.524 1.811 0.843
N 1.094 0.203 -0.306
C 0.404 1.135 0.456
H 0.029 2.171 -1.218
*
```

Properties
**ΔE to the lowest compared entry with this formula, charge and spin**: 413.35 kJ/mol
**Frontier orbital gap**: 9.5 eV
**LUMO**: 1.050 eV
**HOMO energy**: -8.4 eV

C3H10N2O | ωB97M-V/def2-TZVPD

```
! wB97M-V def2-TZVPD RIJCOSX def2/J DEFGRID3
* xyz 0 1
C 1.554 0.389 -1.954
C -0.878 -0.179 1.475
N -1.149 -1.226 2.494
H 1.645 2.222 -1.079
H -0.396 -0.422 0.539
H -2.492 -2.812 2.298
H -1.826 0.286 1.123
H -3.131 -0.959 2.461
H 2.141 -0.092 -2.751
H 0.819 1.189 -3.523
H 2.475 1.043 -0.250
H -0.227 0.592 1.984
O 0.401 0.766 -2.763
H 1.187 -0.434 -1.346
C -2.338 -1.746 2.457
N 2.215 1.383 -1.163
*
```

Properties
**ΔE to the lowest compared entry with this formula, charge and spin**: 383.78 kJ/mol
**Frontier orbital gap**: 9.1 eV
**SMILES string**: C=NC.NCO
**LUMO**: 0.438 eV
**HOMO energy**: -8.6 eV

C3H10N2O | ωB97M-V/def2-TZVPD

```
! wB97M-V def2-TZVPD RIJCOSX def2/J DEFGRID3
* xyz 0 1
H 2.243 0.457 -0.126
H -0.971 -1.168 -2.090
H -1.422 -1.859 0.110
N -1.039 -1.257 0.839
C -0.100 -0.404 0.095
H -1.588 0.980 -0.369
H 0.121 1.280 1.603
H -0.311 1.357 -1.300
H -0.655 -1.923 1.499
C 0.703 0.503 1.112
H 1.188 -0.182 1.816
H 1.490 1.834 -0.302
N 1.821 1.206 0.419
O -1.380 -0.313 -1.977
C -0.836 0.442 -0.952
H 0.735 -0.953 -0.376
*
```

Properties
**ΔE to the lowest compared entry with this formula, charge and spin**: 149.98 kJ/mol
**Frontier orbital gap**: 10.3 eV
**SMILES string**: NC[C@@H](N)CO
**LUMO**: 0.749 eV
**HOMO energy**: -9.5 eV

C3H10N2O | ωB97M-V/def2-TZVPD

```
! wB97M-V def2-TZVPD RIJCOSX def2/J DEFGRID3
* xyz 0 1
H -0.035 -1.525 1.427
H -1.011 0.384 1.243
H 1.674 0.043 0.998
H 0.456 1.908 -0.111
C -1.272 1.000 0.383
H 1.345 0.164 -1.699
N 0.754 -1.851 0.874
H -2.473 1.056 -1.059
C 1.401 -0.696 0.236
H -1.604 1.989 0.691
O -2.326 0.418 -0.363
N -0.115 1.165 -0.477
H -0.225 -0.553 -1.381
C 0.612 -0.030 -0.912
H 0.393 -2.475 0.172
H 2.426 -0.997 -0.021
*
```

Properties
**ΔE to the lowest compared entry with this formula, charge and spin**: 151.46 kJ/mol
**Frontier orbital gap**: 9.6 eV
**SMILES string**: NCCNCO
**LUMO**: 0.992 eV
**HOMO energy**: -8.6 eV

C3H10N2O | ωB97M-V/def2-TZVPD

```
! wB97M-V def2-TZVPD RIJCOSX def2/J DEFGRID3
* xyz 0 1
H 0.588 1.052 -1.116
H -0.192 -1.590 -0.986
O -0.488 -1.228 0.920
H -2.218 0.413 -0.223
C 0.742 0.891 -0.051
H 2.857 0.744 -0.371
H -1.841 -0.069 -1.888
H -1.157 0.387 1.753
H 2.103 -0.749 0.198
H 0.426 1.782 0.470
H -2.586 -1.242 -0.766
N -0.241 -0.080 1.713
H 2.337 0.557 1.335
C -1.883 -0.411 -0.853
N -0.535 -0.798 -0.435
C 2.088 0.340 0.299
*
```

Properties
**ΔE to the lowest compared entry with this formula, charge and spin**: 717.35 kJ/mol
**Frontier orbital gap (spin up / spin down)**: 8.7 / 8.7 eV
**LUMO (spin up / spin down)**: 0.746 / 0.747 eV
**HOMO energy (spin up / spin down)**: -7.9 / -7.9 eV